# 1
{
  "formula": "C19H21ClEuN2OP",
  "method": "wB97M-V/def2-TZVPD",
  "multiplicity": 7,
  "lumo_ev": [-6.31, -9.90],
  "homo_lumo_gap_ev": [8.8, 5.0],
  "total_charge": 2,
  "de_lowest_ev": 8.847,
  "e_tot_ha": -2432.40791,
  "symbols": ["Eu", "Cl", "P", "O", "N", "N", "C", "C", "C", "C", "C", "C", "C", "C", "C", "C", "C", "C", "C", "C", "C", "C", "C", "C", "C", "H", "H", "H", "H", "H", "H", "H", "H", "H", "H", "H", "H", "H", "H", "H", "H", "H", "H", "H", "H", "H"],
  "coordinates": [[-0.11043, -0.13057, -0.10620], [-1.08064, -0.67794, -2.06416], [0.83921, 2.08333, -1.00354], [-0.71610, -1.75660, 0.86575], [-2.43668, -2.84558, 1.74096], [-0.29952, -3.83573, 1.50765], [-0.86855, 2.16278, -3.15974], [-0.13903, 2.33802, -5.45068], [3.16213, 3.20458, -0.04830], [-1.39843, 4.60995, 1.27886], [-1.16691, 2.28802, -4.50349], [4.81032, 1.35373, -1.32734], [1.49433, 2.13353, -3.68026], [2.59769, 2.17127, -0.78332], [-0.90301, 5.85158, 0.88705], [0.60205, 4.74534, -0.65726], [5.37490, 2.40014, -0.59566], [0.09959, 5.92309, -0.08406], [3.42772, 1.22700, -1.41076], [0.47512, 2.09774, -2.74724], [4.54616, 3.32536, 0.04465], [-0.90446, 3.44482, 0.70288], [1.18856, 2.25505, -5.03525], [0.10987, 3.51736, -0.25799], [-1.13360, -2.76461, 1.34497], [-1.66609, 2.08368, -2.41639], [-1.29820, 6.76738, 1.32924], [5.45154, 0.62774, -1.82765], [2.52374, 3.93455, 0.45268], [1.99514, 2.28221, -5.77246], [4.98349, 4.14293, 0.62057], [0.48824, 6.88959, -0.40098], [-2.78873, -3.67921, 2.14913], [2.53158, 2.06224, -3.36431], [0.66048, -3.75368, 1.20731], [1.39167, 4.81232, -1.40897], [-3.03506, -2.04300, 1.61051], [2.97861, 0.40365, -1.98578], [-0.63455, -4.67640, 1.91393], [-2.20928, 2.33775, -4.82728], [6.45873, 2.49351, -0.51920], [-1.30969, 2.46683, 0.99959], [1.37969, -0.05232, 0.91032], [-0.37659, 2.43123, -6.51099], [-2.18750, 4.54947, 2.03405], [-0.13446, 0.80439, 1.43962]],
  "forces_ev_per_a": [[-1.334, -1.450, -1.646], [-2.145, -1.344, -4.490], [1.746, 3.488, -1.575], [0.858, 1.806, -0.322], [1.725, 0.327, -0.628], [-1.056, 1.641, -0.362], [-0.698, 0.039, -0.300], [-0.124, -0.050, 0.018], [0.392, 0.579, 0.694], [-0.308, -0.107, 0.144], [-0.489, 0.081, 0.271], [-0.168, -0.289, -0.109], [0.861, -0.288, -1.550], [0.223, -0.367, -0.275], [0.219, -0.028, -0.184], [0.044, 1.412, -0.262], [-0.173, 0.150, 0.069], [-0.004, -0.401, -0.074], [0.189, -0.343, -0.058], [-0.267, 0.263, 0.779], [0.037, -0.064, 0.001], [-0.142, -0.180, 0.061], [0.632, -0.048, 0.319], [-0.854, -0.068, 0.588], [-2.295, -6.012, 2.994], [0.202, 0.186, -0.353], [0.124, -0.299, -0.110], [-0.184, 0.197, 0.146], [0.364, -0.312, -0.089], [-0.279, 0.070, 0.296], [-0.172, -0.253, -0.193], [-0.066, -0.256, 0.061], [-0.424, -0.430, 0.268], [-0.271, 0.188, -0.235], [-0.193, -0.110, 0.131], [-0.284, 0.020, 0.163], [0.060, -0.257, 0.081], [0.332, 0.284, 0.271], [-0.013, -0.657, 0.233], [0.375, 0.002, 0.135], [-0.314, -0.039, -0.036], [0.169, 0.579, 0.021], [2.355, 0.885, 2.447], [0.061, -0.040, 0.300], [0.309, 0.015, -0.303], [0.986, 1.480, 2.662]],
  "mulliken_spin": [4.413, 0.044, 0.079, 0.006, 0.000, 0.001, 0.072, 0.132, 0.023, 0.008, -0.018, -0.013, 0.051, 0.110, 0.000, 0.017, 0.058, 0.009, 0.033, 0.200, -0.008, 0.024, 0.014, 0.058, -0.006, 0.004, 0.000, 0.000, 0.002, 0.003, 0.001, 0.001, 0.000, -0.005, 0.000, 0.000, 0.000, 0.014, 0.000, 0.001, 0.001, 0.012, 0.408, 0.000, 0.000, 0.249]
}

---

# 2
{
  "formula": "CHCl3NO",
  "method": "wB97M-V/def2-TZVPD",
  "lumo_ev": [3.63, 3.64],
  "homo_lumo_gap_ev": [7.3, 7.2],
  "total_charge": -1,
  "de_lowest_ev": 1.641,
  "e_tot_ha": -1549.19188,
  "symbols": ["Cl", "Cl", "Cl", "O", "N", "C", "H"],
  "coordinates": [[2.48016, -1.54040, 0.06253], [3.87799, 0.75429, -1.27351], [2.64671, 0.97514, 1.39714], [-1.33854, 0.74776, 0.21021], [-0.26807, 1.17035, -0.25064], [2.39590, 0.17001, -0.28108], [0.64898, 0.65487, -0.15896]],
  "forces_ev_per_a": [[0.501, -1.145, -0.116], [-0.321, -0.556, 0.305], [0.108, 0.053, -0.094], [2.648, 0.015, -0.583], [-2.867, 1.178, 0.014], [-0.026, 1.475, 0.086], [-0.042, -1.020, 0.388]],
  "nbo_charge": [-0.098, -0.183, -0.212, -0.332, -0.086, -0.424, 0.335]
}

---

# 3
{
  "formula": "C4H9N2S",
  "method": "wB97M-V/def2-TZVPD",
  "multiplicity": 3,
  "lumo_ev": [-3.33, -8.30],
  "homo_lumo_gap_ev": [6.7, 5.8],
  "total_charge": 1,
  "de_lowest_ev": 3.317,
  "e_tot_ha": -665.00435,
  "symbols": ["S", "N", "N", "C", "C", "C", "C", "H", "H", "H", "H", "H", "H", "H", "H", "H"],
  "coordinates": [[-0.90201, -0.09850, -0.31243], [1.37650, -0.67783, 0.59241], [-0.64878, -1.64529, -2.58888], [-0.75459, -1.16600, -1.52442], [-2.72152, 0.00449, -0.59555], [1.74323, 1.54942, 1.49286], [2.02586, 0.07169, 1.36113], [1.91914, 1.83504, 0.43588], [1.79643, -1.61208, 0.54903], [0.73843, 1.87116, 1.59736], [-3.31712, -0.71535, -0.04630], [-0.46447, -2.04999, -3.43965], [2.50677, 2.01190, 2.07085], [-2.95661, 0.08751, -1.60232], [2.70251, -0.34117, 2.10935], [-3.04376, 0.87501, -0.09934]],
  "forces_ev_per_a": [[-0.397, 0.290, -1.204], [0.619, -1.207, -0.330], [-0.126, -0.613, -0.533], [0.221, 0.981, 1.468], [-0.353, -0.049, 3.464], [1.196, -1.098, -2.654], [-1.330, 1.259, 1.810], [0.247, 0.423, 0.368], [-0.722, -0.079, 0.046], [-0.931, 0.004, 0.927], [0.168, -0.861, -0.355], [0.810, -0.913, -1.811], [0.063, 0.578, 0.763], [0.036, -0.276, -2.012], [0.706, -0.146, -0.521], [-0.207, 1.707, 0.573]],
  "nbo_charge": [0.822, -0.586, -0.493, -0.024, -0.786, -0.698, 0.213, 0.249, 0.385, 0.250, 0.265, 0.453, 0.250, 0.256, 0.206, 0.237]
}

---

# 4
{
  "formula": "C45H74KNO17S4",
  "method": "wB97M-V/def2-TZVPD",
  "lumo_ev": 2.69,
  "homo_lumo_gap_ev": 3.6,
  "total_charge": -2,
  "e_tot_ha": -5285.44892,
  "symbols": ["K", "S", "S", "S", "S", "O", "O", "O", "O", "O", "O", "O", "O", "O", "O", "O", "O", "O", "O", "O", "O", "O", "N", "C", "C", "C", "C", "C", "C", "C", "C", "C", "C", "C", "C", "C", "C", "C", "C", "C", "C", "C", "C", "C", "C", "C", "C", "C", "C", "C", "C", "C", "C", "C", "C", "C", "C", "C", "C", "C", "C", "C", "C", "C", "C", "C", "C", "C", "H", "H", "H", "H", "H", "H", "H", "H", "H", "H", "H", "H", "H", "H", "H", "H", "H", "H", "H", "H", "H", "H", "H", "H", "H", "H", "H", "H", "H", "H", "H", "H", "H", "H", "H", "H", "H", "H", "H", "H", "H", "H", "H", "H", "H", "H", "H", "H", "H", "H", "H", "H", "H", "H", "H", "H", "H", "H", "H", "H", "H", "H", "H", "H", "H", "H", "H", "H", "H", "H", "H", "H", "H", "H"],
  "coordinates": [[-0.90597, 4.08824, 1.81052], [1.85409, -2.68414, 3.53326], [-4.45463, 1.55975, -2.97411], [-3.96938, 3.49752, 2.51432], [4.16501, -0.06258, -5.69133], [7.80910, 0.40839, 2.51443], [4.67375, 3.87294, -0.19264], [-3.01118, -1.35266, 3.72942], [5.67426, 0.69814, 3.06285], [1.80830, -1.20629, 3.58878], [-7.03849, -2.69324, 5.63040], [2.34152, 5.35898, -7.22642], [-3.68999, 4.60342, 1.49315], [-7.61387, -0.01133, 6.11166], [2.71723, 4.50327, -5.20086], [-0.14595, 1.52482, 1.52637], [-3.32674, 1.16943, 4.75430], [3.69047, -0.53667, -7.01628], [-1.10137, -5.20571, 0.67546], [5.65137, 5.04828, 1.40680], [-5.34809, 2.57930, -3.59769], [-2.54637, -4.08297, 1.96748], [0.45566, 0.67099, 0.60710], [-3.49704, -5.47590, 0.33237], [-3.98894, -1.13819, 4.47280], [1.95022, 5.13987, -6.12251], [-5.54515, 0.32751, -2.24149], [1.98588, -3.41781, 5.20022], [3.19585, 1.37930, -5.25377], [-1.68706, -3.43689, -3.68101], [2.18476, 4.71148, -3.88015], [-1.62981, -2.90793, -4.95880], [-6.19892, -1.81674, 5.34893], [-1.30754, 0.63822, -1.10711], [-2.23553, -4.92731, 0.97160], [6.62024, -1.38358, 3.65421], [-3.97577, 2.06362, 1.42911], [-1.43775, -0.87792, 0.86884], [-6.53835, -0.34355, 5.57859], [5.37480, 3.87780, 0.76730], [3.49050, -1.19599, -4.46993], [7.03006, 3.42355, 2.46567], [1.52140, -0.76489, -1.57341], [-2.57177, -5.48085, -4.60988], [-2.64424, -4.86886, -5.86071], [6.74184, 4.93754, 2.32329], [-5.52238, 0.63561, 5.40275], [0.31722, -1.25269, -0.76978], [0.66604, 4.84656, -4.09969], [5.20406, -1.30849, 4.22748], [-4.61566, -4.97625, 1.25241], [-2.14236, -3.59142, -6.06397], [-3.96979, -3.80403, 1.99389], [-5.74423, 3.48968, 2.83962], [6.80360, -0.00984, 3.02448], [-4.24390, 0.33474, 4.88423], [1.71086, 2.26131, -0.83508], [4.56887, -0.01548, 3.71637], [6.16890, 2.74006, 1.39868], [2.47268, -0.09639, -0.59599], [1.75369, 1.04920, 0.13984], [0.17085, -3.24772, 3.26199], [0.63056, 5.51075, -5.46767], [2.62460, 1.37006, 1.34602], [-0.48770, -0.16614, -0.07274], [-2.04439, -4.77381, -3.53915], [-4.89955, -2.13477, 4.88573], [-3.81338, 0.57231, -4.32944], [2.27387, -4.46320, 5.09880], [-4.24311, -3.87251, 3.03536], [-2.02298, -0.16568, 1.44699], [-3.04702, -0.11217, -3.96723], [-4.88128, -5.75533, 1.96953], [0.71780, 6.59837, -5.34419], [0.63668, -2.04088, -0.07910], [3.84327, -0.95366, -3.46645], [4.26539, 0.67197, 4.50202], [-0.58514, -2.69814, 3.82527], [2.66900, -2.86885, 5.84899], [8.09260, 3.24252, 2.31515], [2.64175, 0.51150, 2.01859], [1.18450, -0.08720, -2.36113], [-4.21854, -2.84122, 1.55954], [2.00990, -1.66243, -1.96799], [7.63148, 5.49456, 2.02604], [2.48080, 3.82705, -3.31680], [3.30179, 1.79389, -4.25333], [2.62519, 5.54677, -3.32915], [3.67460, 1.54606, 1.09414], [2.84062, -0.87510, 0.08034], [-0.22712, 5.41346, -6.12781], [6.60808, -2.11741, 2.85049], [5.09224, -1.30703, 5.31729], [-5.51932, -4.75515, 0.68787], [3.44166, 2.11165, -6.02236], [0.94248, 2.15819, -1.60859], [0.26071, 3.85991, -3.88821], [7.37512, -1.59817, 4.40235], [1.01758, -3.37162, 5.70295], [-2.24121, 0.12384, -1.36748], [3.75465, -2.19572, -4.80065], [-6.33073, 0.13023, -2.96983], [-1.97217, -5.31743, -2.60355], [-2.04443, -3.12102, -7.03217], [-4.95722, -0.55351, -1.98506], [-0.94768, -1.55865, 1.56222], [-0.76389, 0.74041, -2.05524], [0.26998, 5.55428, -3.37120], [-5.97622, 4.34412, 3.46365], [-1.27132, -2.93551, -2.81849], [-3.48585, -6.55836, 0.24211], [-0.25394, -1.84967, -1.49848], [6.77110, 3.14416, 3.48388], [2.70368, 2.41101, -1.26061], [-3.03508, -5.41339, -6.71468], [-5.76265, 1.69055, 5.49340], [5.51445, 2.05121, 1.92125], [-2.13291, -1.52571, 0.31607], [-1.21512, -1.91590, -5.11091], [3.74352, -0.12755, 3.02272], [-5.94851, 2.53938, 3.34382], [-2.94079, 1.86763, 1.13417], [0.01917, -3.16626, 2.18773], [6.72903, 2.28713, 0.58631], [3.37413, 0.28046, -1.09604], [-4.61959, 2.32131, 0.59222], [-4.64914, -3.18574, 4.83392], [-2.89153, -6.51166, -4.53644], [-4.24739, 1.16219, 1.98612], [-3.49371, 1.18974, -5.16398], [2.40777, -1.07238, -4.40710], [-5.95974, 0.77281, -1.34081], [2.25536, 2.26636, 1.84681], [1.32964, 3.14578, -0.31037], [0.09543, -4.31324, 3.49021], [-3.57644, -5.00322, -0.65067], [-1.52110, 1.64369, -0.74345], [4.63443, -2.21558, 4.01494], [2.12597, 1.18198, -5.38784], [6.36406, 5.39508, 3.23828], [-6.22479, 3.44043, 1.86381], [-4.64683, -0.01705, -4.72904]],
  "forces_ev_per_a": [[0.006, -0.917, -0.009], [-0.431, -0.662, 0.036], [0.189, 0.663, 0.122], [-0.172, -0.248, -0.827], [0.389, -0.097, 0.635], [0.079, 0.098, 0.052], [-0.565, -0.217, -0.411], [0.351, -0.241, 0.143], [-0.350, -0.938, 0.654], [0.327, 0.252, 0.476], [-0.168, 0.279, -0.096], [-0.078, 0.009, -0.427], [0.172, 0.124, 0.560], [-0.333, -0.613, -0.536], [0.392, 0.751, 0.053], [-0.119, 1.491, -0.515], [0.044, 0.158, -0.399], [-0.245, 0.078, -0.148], [0.039, 0.037, 0.014], [0.238, 0.516, -0.321], [-0.095, -0.049, -0.066], [0.017, 0.043, -0.802], [-0.060, -1.074, 1.508], [-0.427, 0.556, 0.162], [0.164, -0.174, -0.576], [-0.149, -0.404, 0.477], [0.323, 0.104, -0.211], [-0.508, 0.377, 0.517], [-0.923, 0.324, -0.649], [0.832, -0.923, -0.023], [-0.160, -0.859, 0.254], [-0.405, 0.705, -0.220], [0.237, -1.129, 0.261], [-0.095, -0.233, -0.598], [-0.023, -0.179, 0.328], [-1.184, 0.538, 0.156], [0.504, -0.564, 0.840], [-0.564, 0.009, 0.451], [-0.098, 1.527, 1.313], [0.992, 0.040, 0.421], [-0.526, 0.406, 0.198], [0.410, 0.674, -0.087], [0.134, -0.422, 0.989], [0.139, 0.441, -0.715], [0.013, -0.103, -0.519], [-0.593, -0.509, 0.476], [0.507, -0.372, -1.329], [0.140, -1.009, -1.296], [0.752, 0.630, 0.977], [-0.940, -0.694, 1.087], [0.209, -0.553, -0.302], [0.498, 0.003, 0.916], [-0.343, -0.909, 0.397], [0.640, -0.721, -0.180], [0.454, -0.447, -0.072], [-0.575, 0.063, 0.412], [-0.476, 0.221, 0.228], [0.644, 0.309, -0.167], [-0.287, 1.429, 0.129], [-0.237, -0.079, -0.485], [0.248, 0.047, -0.504], [0.159, -0.517, -0.483], [0.163, 0.409, -0.319], [0.346, 0.372, 0.251], [0.538, -0.250, -0.904], [-0.772, -0.541, 0.160], [-0.310, 0.734, 0.308], [-0.800, -0.896, -0.267], [0.142, 0.032, -0.071], [-0.126, 0.737, 0.058], [0.081, -0.152, 0.185], [0.147, 0.141, -0.048], [0.035, 0.007, 0.003], [-0.050, -0.043, 0.213], [0.163, 0.392, 0.366], [0.398, -0.115, -0.114], [-0.231, -0.258, 0.148], [0.155, 0.335, -0.034], [0.322, -0.020, -0.356], [-0.049, -0.164, 0.111], [-0.775, 0.323, -0.136], [0.224, -0.072, -0.187], [0.407, 0.216, 0.174], [-0.076, 0.211, -0.478], [-0.240, 0.124, -0.524], [-0.294, -0.006, 0.089], [0.582, -0.218, 0.044], [0.166, 0.292, -0.636], [-0.096, 0.107, -0.506], [-0.248, 0.133, 0.321], [0.032, -0.530, 0.022], [0.471, -0.051, 0.002], [0.815, 0.208, 0.043], [-0.013, 0.344, 0.146], [0.193, 0.181, 0.250], [0.303, -0.521, -0.226], [-0.607, 0.077, -0.775], [0.242, -0.019, -0.203], [-0.066, 0.019, -0.134], [-0.068, 0.133, 0.159], [0.071, -0.062, 0.170], [-0.005, -0.154, 0.035], [0.114, 0.406, 0.204], [-0.278, -0.182, -0.139], [-0.111, -0.082, 0.000], [0.181, 0.454, 0.095], [0.066, 0.073, 0.065], [-0.184, -0.317, 0.174], [-0.253, 0.069, -0.108], [-0.109, 0.275, -0.100], [0.299, 0.011, -0.197], [-0.599, 0.411, 0.235], [-0.027, -0.443, -0.101], [-0.083, 0.464, -0.023], [-0.034, -0.061, 0.108], [-0.124, -0.052, 0.494], [0.006, 0.185, -0.969], [0.026, 0.204, -0.252], [-0.034, -0.025, 0.072], [0.381, -0.207, 0.128], [0.041, 0.156, 0.326], [-0.001, 0.287, -0.169], [-0.233, 0.120, 0.099], [0.023, -0.390, 0.187], [-0.090, 0.221, -0.001], [-0.013, -0.101, -0.079], [0.061, -0.046, -0.184], [0.017, 0.004, 0.273], [-0.338, 0.126, 0.003], [0.348, 0.349, 0.367], [-0.024, -0.189, -0.344], [-0.009, 0.000, 0.024], [-0.062, -0.220, 0.251], [0.567, 0.069, 0.209], [0.159, -0.002, 0.069], [0.044, -0.233, -0.103], [-0.111, -0.078, 0.170], [-0.125, 0.271, -0.658], [0.109, -0.367, -0.041], [0.244, -0.113, 0.175], [-0.188, 0.506, 0.040], [0.058, -0.056, 0.093]],
  "mulliken_charge": [0.949, 0.399, 0.650, 0.524, 0.397, -0.605, -0.563, -0.202, -0.191, -0.544, -0.787, -0.602, -0.760, -0.758, -0.323, -0.889, -0.793, -0.651, -0.670, -0.404, -0.725, -0.183, 0.742, -0.359, 0.175, 0.439, -0.992, -1.197, -0.684, -0.158, 0.443, -0.208, 0.366, -1.811, 0.523, -0.597, 0.172, -1.196, 0.480, 0.389, -0.482, -0.471, -0.557, -0.644, -0.218, -0.385, -0.795, -0.304, -0.352, -0.045, -0.678, -0.739, 0.417, -0.785, 0.400, 0.628, -1.485, 0.714, 0.758, -1.627, 2.004, -0.372, -0.456, -1.511, 3.919, -0.424, -0.995, -0.813, 0.361, -0.404, 0.263, 0.089, 0.267, 0.241, 0.360, 0.205, 0.361, 0.388, 0.327, 0.204, -0.316, 0.041, 0.150, 0.515, 0.195, -0.368, 0.165, 0.213, 0.150, 0.346, 0.363, 0.270, 0.296, 0.392, 0.291, 0.003, 0.165, 0.278, 0.413, -0.206, 0.424, 0.402, 0.552, 0.374, 0.281, -0.870, 0.253, 0.293, 0.303, 0.214, 0.365, -1.093, 0.145, 0.304, 0.321, 0.358, -0.371, 0.273, 0.442, -0.607, 0.195, -0.537, -0.480, 0.478, 0.471, 0.281, 0.617, 0.370, 0.142, 0.396, -0.002, 0.335, 0.452, 0.113, 0.672, 0.100, 0.257, -0.014, 0.348, 0.285, 0.293, 0.346]
}